1.
Formula: C3H5N3
Source: the OMol25 dataset
Level of theory: wB97M-V/def2-TZVPD

```
11
Properties=species:S:1:pos:R:3:forces:R:3
C -1.5149 -0.0575 -0.0425 0.02 0.03 0.01
C -0.0082 -0.0477 -0.0601 0.15 0.16 0.11
C 0.7956 1.0624 0.0270 -0.06 0.18 0.03
N 2.0947 0.6904 0.1405 -0.01 -0.22 -0.08
N 2.1586 -0.5989 0.1128 -0.12 0.11 -0.09
N 0.9018 -1.0611 -0.0036 -0.21 -0.01 -0.03
H -1.8600 0.7987 -0.6325 0.04 -0.22 0.04
H -2.0198 -0.9523 -0.4254 0.41 0.10 0.04
H -1.8692 0.1200 0.9808 0.08 -0.18 -0.17
H 0.5129 2.1058 0.0222 -0.01 -0.16 0.03
H 0.8085 -2.0597 -0.1191 -0.30 0.20 0.11
```
Positions in Å, forces in eV/Å.

SMILES	Cc1cnn[nH]1
relative energy (zero: lowest compared OMol25 entry of this formula, charge and spin)	104.9	kJ/mol
net charge	0
E_tot	-281.55008	Eh
HOMO-LUMO gap	10.3	eV
highest occupied orbital energy	-0.3493	Eh

2.
Formula: C3H5N3
Source: the OMol25 dataset
Level of theory: wB97M-V/def2-TZVPD

```
11
Properties=species:S:1:pos:R:3:forces:R:3
H 1.4614 1.4120 -1.7422 -0.07 -0.43 -0.44
N 0.7697 1.4635 -1.0098 0.84 -0.10 0.12
C 0.4538 0.3835 -0.4082 0.51 0.52 -0.44
C -0.4169 0.5039 0.7887 -0.14 2.32 -1.00
C -0.9058 -0.8940 0.9208 -0.48 -0.33 -0.48
N -0.3551 -1.7041 0.0790 -0.12 0.75 0.60
N 0.5510 -0.9581 -0.6785 0.26 -0.21 -0.15
H -0.8610 1.4900 0.3029 -1.02 -2.12 1.76
H 0.0820 0.9261 1.6655 0.21 -0.42 -0.02
H -1.6153 -1.2748 1.6453 0.09 0.00 -0.12
H 0.8361 -1.3481 -1.5635 -0.07 0.03 0.17
```
Positions in Å, forces in eV/Å.

SMILES	[H]/N=C1/CC=NN1
relative energy (zero: lowest compared OMol25 entry of this formula, charge and spin)	204.7	kJ/mol
net charge	0
E_tot	-281.51208	Eh
HOMO-LUMO gap	9.8	eV
highest occupied orbital energy	-0.3226	Eh

3.
Formula: C3H5N3
Source: the OMol25 dataset
Level of theory: wB97M-V/def2-TZVPD

```
11
Properties=species:S:1:pos:R:3:forces:R:3
C -1.9439 -0.5548 0.0616 -0.06 0.01 0.03
C -0.7350 -1.0224 -0.6133 0.73 -0.37 -0.49
N 0.2128 -1.3945 -1.1602 -0.98 0.28 0.41
N 2.6155 -0.1726 0.3787 -0.19 0.26 0.03
N 1.7893 0.7357 0.2712 -0.27 0.20 0.08
C 0.8389 1.4647 0.2676 0.54 -0.35 0.01
H -1.6822 0.0893 0.9058 0.01 -0.12 -0.13
H -2.5612 0.0129 -0.6394 0.08 -0.08 0.09
H -2.5164 -1.4127 0.4218 0.06 0.12 -0.02
H 3.5105 0.2183 0.6784 -0.01 0.06 -0.02
H 0.4717 2.0362 -0.5720 0.09 -0.02 0.01
```
Positions in Å, forces in eV/Å.

relative energy (zero: lowest compared OMol25 entry of this formula, charge and spin)	353.6	kJ/mol
net charge	0
E_tot	-281.45538	Eh
HOMO-LUMO gap	9.9	eV
highest occupied orbital energy	-0.3339	Eh